(1)
{"formula": "C22H26ErN5O2S", "method": "wB97M-V/def2-TZVPD", "de_lowest_kcal_mol": 15.11, "max_force_ha_per_bohr": 0.065, "s_squared": 3.75, "homo_ev": -5.3, "homo_lumo_gap_ev": 4.92, "multiplicity": 4, "species": ["Er", "N", "C", "C", "N", "C", "C", "N", "C", "C", "N", "H", "H", "H", "H", "H", "H", "H", "H", "H", "H", "H", "H", "H", "H", "H", "H", "H", "H", "O", "C", "O", "C", "C", "C", "C", "C", "C", "S", "H", "H", "H", "H", "N", "C", "C", "C", "C", "C", "C", "C", "C", "C", "H", "H", "H", "H"], "positions_angstrom": [[0.181, -0.883, -0.637], [2.182, -1.942, 0.098], [2.178, -3.373, 0.523], [0.766, -3.837, 1.062], [-0.453, -3.247, 0.498], [-1.445, -2.994, 1.642], [-2.569, -2.090, 1.239], [-2.119, -0.856, 0.635], [-1.138, -4.007, -0.576], [-0.231, -4.066, -1.837], [-0.180, -2.710, -2.421], [2.819, -1.810, -0.599], [2.425, -1.290, 0.859], [2.997, -3.602, 1.282], [2.375, -4.000, -0.370], [0.739, -3.658, 2.156], [0.766, -4.934, 1.055], [-0.840, -2.492, 2.391], [-1.787, -3.973, 2.127], [-3.182, -1.934, 2.170], [-3.236, -2.534, 0.471], [-1.890, -0.148, 1.393], [-2.920, -0.441, 0.176], [-2.074, -3.489, -0.702], [-1.388, -5.015, -0.266], [-0.597, -4.772, -2.591], [0.729, -4.422, -1.597], [-0.977, -2.570, -2.998], [0.557, -2.625, -3.105], [1.569, 0.156, -2.015], [0.595, 0.856, -2.460], [-0.593, 0.601, -2.037], [0.807, 2.063, -3.424], [0.960, 3.377, -3.014], [1.262, 4.394, -3.933], [1.251, 4.151, -5.313], [0.955, 2.895, -5.747], [0.813, 1.788, -4.838], [0.479, 0.187, -5.338], [1.059, 3.566, -1.931], [1.354, 5.453, -3.629], [1.463, 4.909, -6.069], [0.828, 2.579, -6.809], [-1.415, 6.381, 6.293], [-1.144, 5.490, 5.580], [-0.705, 4.399, 4.772], [-0.479, 4.612, 3.429], [-0.073, 3.605, 2.553], [0.139, 2.306, 3.075], [0.060, 2.060, 4.442], [-0.374, 3.107, 5.258], [0.183, 1.179, 2.234], [0.268, 0.359, 1.318], [-0.672, 5.584, 3.003], [0.081, 3.736, 1.471], [0.205, 1.032, 4.800], [-0.561, 2.888, 6.251]]}

---

(2)
{"formula": "C24H24N4O7S2", "method": "wB97M-V/def2-TZVPD", "de_lowest_kcal_mol": 468.95, "max_force_ha_per_bohr": 0.320, "homo_ev": -8.3, "homo_lumo_gap_ev": 6.37, "species": ["C", "H", "O", "C", "C", "C", "C", "C", "C", "O", "C", "C", "O", "C", "C", "C", "C", "C", "C", "C", "H", "H", "H", "H", "H", "H", "H", "H", "H", "H", "H", "O", "C", "H", "H", "H", "H", "C", "C", "C", "N", "H", "N", "C", "N", "C", "O", "S", "C", "N", "S", "O", "O", "C", "H", "H", "H", "H", "H", "H", "H"], "positions_angstrom": [[-2.665, 3.255, 3.023], [-3.571, 3.964, 3.218], [-2.661, 3.242, 1.698], [-1.640, 2.362, 1.008], [-0.870, 1.371, 1.577], [0.251, 0.687, 1.067], [0.505, 0.868, -0.348], [-0.496, 1.509, -0.962], [-1.445, 2.314, -0.334], [-2.150, 3.266, -1.235], [-3.458, 3.506, -0.827], [-4.322, 2.418, -1.783], [-5.003, 1.432, -1.331], [-4.129, 0.686, -0.355], [-4.352, 0.484, 0.910], [-3.437, -0.199, 1.695], [-2.614, -1.027, 0.957], [-2.389, -1.014, -0.301], [-3.349, -0.229, -0.968], [-2.993, -0.206, -2.497], [-2.696, -1.371, -2.853], [-2.202, 0.536, -2.799], [-4.013, -0.092, -2.919], [-1.617, -1.614, -0.655], [-2.160, -1.982, 1.867], [-3.800, -0.280, 2.798], [-5.029, 1.262, 1.192], [-5.270, 3.085, -2.139], [-3.602, 2.250, -2.722], [-3.804, 3.564, -0.023], [-3.670, 4.501, -1.302], [-0.409, 1.639, -2.360], [0.588, 1.054, -2.972], [0.522, 1.268, -4.187], [0.491, -0.066, -2.956], [1.577, 1.329, -2.466], [0.948, -0.015, -0.714], [1.035, 0.025, 2.045], [1.959, -1.090, 1.942], [2.789, -1.502, 0.849], [2.312, -1.146, -0.559], [3.159, -1.581, -1.083], [3.944, -2.277, 0.945], [4.269, -2.611, 2.116], [3.585, -2.492, 3.366], [2.212, -1.594, 3.151], [1.646, -1.418, 4.114], [5.645, -3.398, 2.025], [5.588, -3.366, 0.533], [4.797, -2.671, 0.073], [6.926, -3.952, -0.574], [6.950, -5.375, -0.407], [7.940, -3.167, -0.268], [6.380, -3.379, -2.345], [6.221, -2.266, -2.377], [5.503, -3.819, -2.316], [7.123, -3.903, -3.038], [0.673, -0.126, 3.058], [-0.917, 1.458, 2.933], [-1.723, 3.765, 3.535], [-3.082, 2.128, 3.279]]}